[1]
Below is a cluster of 2 separate species, N2 in total, with properties calculated with the ωB97M-V functional and the def2-TZVPD basis.

The geometry in XYZ format:
```
2
Properties=species:S:1:pos:R:3:forces:R:3:mulliken_charge:R:1
N -0.597 0.547 0.549 7.4 -6.8 -6.8 0.000
N 0.597 -0.547 -0.549 -7.4 6.8 6.8 0.000
```
Forces are in eV/Å.

Summary:
E (eV): -2968.3647
Energy relative to the best compared isomer or geometry (same formula, charge and spin) (kcal/mol): 293.18
HOMO (eV): -11.338
LUMO level (Eh): -0.128
Kohn-Sham gap (hartree): 0.2889


[2]
Below is a structure of composition C5H8O2, with properties calculated with the ωB97M-V functional and the def2-TZVPD basis.

The geometry in XYZ format:
```
15
Properties=species:S:1:pos:R:3:forces:R:3:mulliken_charge:R:1
C -0.836 -0.415 -1.329 0.0 0.0 0.0 -1.549
C 0.019 -0.147 -0.111 0.1 0.1 -0.3 1.493
C 1.505 -0.155 -0.418 0.0 0.0 0.0 -1.498
C -0.477 0.974 0.819 0.0 0.1 0.0 -0.614
C -0.498 -0.131 1.863 -0.1 0.0 0.3 0.423
O -0.658 -0.229 3.039 0.0 0.0 -0.4 -0.551
O -0.228 -1.125 0.967 -0.1 0.0 0.1 -0.421
H -1.900 -0.416 -1.073 0.1 0.0 0.0 0.372
H -0.658 0.377 -2.065 -0.1 -0.1 0.1 0.358
H -0.584 -1.375 -1.790 0.0 0.1 0.1 0.354
H 2.093 -0.028 0.497 -0.1 0.0 -0.1 0.368
H 1.778 -1.117 -0.864 0.0 0.2 0.1 0.351
H 1.768 0.642 -1.122 -0.1 -0.1 0.1 0.354
H 0.169 1.834 1.006 0.0 -0.2 0.0 0.281
H -1.493 1.310 0.582 0.2 0.0 0.1 0.279
```
Forces are in eV/Å.

Summary:
E (eV): -9409.6818
Energy relative to the best compared isomer or geometry (same formula, charge and spin) (kcal/mol): 3.47
HOMO (eV): -10.432
LUMO level (Eh): 0.027
Kohn-Sham gap (hartree): 0.4101


[3]
Below is a cluster of 9 separate species, C26H71ClN7O18 in total, with properties calculated with the ωB97M-V functional and the def2-TZVPD basis.

The geometry in XYZ format:
```
123
Properties=species:S:1:pos:R:3:forces:R:3:mulliken_charge:R:1
Cl -0.383 0.869 -0.214 0.8 -1.4 1.1 0.129
O -0.623 1.196 1.188 -0.4 0.5 -0.6 -0.897
O -1.530 0.201 -0.760 -0.3 0.2 -0.3 0.357
O -0.073 2.041 -0.988 -0.1 0.2 0.1 -0.015
O 0.741 -0.051 -0.197 0.0 0.3 -0.5 -0.581
C -0.001 4.106 3.089 0.1 -0.5 -0.2 0.324
O 0.067 5.036 3.874 -0.2 0.1 -0.2 -0.751
N 0.971 3.110 3.025 -0.3 0.7 0.4 -0.127
N -1.002 3.896 2.184 0.2 0.2 0.3 -0.103
H 1.875 3.522 3.201 0.2 -0.4 -0.1 0.229
H 0.901 2.468 2.250 0.3 0.1 -0.1 0.094
H -0.975 3.042 1.652 -0.3 0.0 0.0 0.334
H -1.821 4.471 2.203 0.0 0.0 0.2 0.135
C 3.341 2.960 0.612 -0.8 0.5 0.1 0.435
O 4.255 3.533 1.195 -0.1 -0.2 -0.1 -0.737
N 2.916 1.711 0.980 0.8 0.2 0.5 0.016
N 2.561 3.588 -0.335 0.5 -0.8 0.5 -0.072
H 2.225 1.113 0.551 0.0 0.2 -0.2 -0.033
H 3.356 1.430 1.842 0.0 -0.5 -0.1 0.094
H 2.884 4.491 -0.625 -0.1 0.0 -0.3 0.216
H 1.963 2.994 -0.888 -0.1 0.4 -0.3 -0.043
C 2.704 -2.219 2.578 0.0 0.0 0.1 -0.418
O 2.704 -1.116 3.456 0.0 -0.2 0.1 -0.417
C 1.398 -0.844 3.918 -0.1 0.1 -0.8 -0.090
C 1.416 0.311 4.913 0.1 -1.3 -0.7 -0.155
N 2.357 0.029 6.011 -0.8 0.4 -0.4 -0.273
C 2.552 1.215 6.847 0.2 0.3 -0.8 -0.675
C 1.513 1.395 7.915 -0.2 -0.2 0.8 -0.462
O 1.791 0.450 8.946 0.4 -0.1 -0.2 -0.314
C 0.753 0.258 9.857 -0.6 -0.1 -0.1 -0.741
H 2.485 -3.155 3.111 0.0 0.0 0.0 0.325
H 3.700 -2.295 2.147 0.0 0.0 -0.1 0.348
H 1.945 -2.098 1.794 0.1 0.0 -0.1 -0.058
H 0.891 -1.756 4.278 0.4 0.0 0.4 0.357
H 0.805 -0.564 3.029 -0.2 0.2 0.2 -0.040
H 0.366 0.384 5.236 0.1 0.5 0.1 0.237
H 1.684 1.176 4.315 0.1 0.3 0.5 -0.021
H 1.866 -0.696 6.527 0.6 0.0 0.5 0.297
H 2.551 2.089 6.187 -0.3 -0.1 0.0 0.287
H 3.572 1.253 7.238 -0.2 -0.4 0.5 0.346
H 0.499 1.171 7.560 0.1 0.2 -0.3 0.315
H 1.517 2.418 8.316 0.0 -0.1 0.0 0.413
H -0.206 0.025 9.363 0.1 0.2 -0.1 0.313
H 0.590 1.139 10.489 0.1 -0.1 0.1 0.280
H 0.985 -0.624 10.453 0.2 0.2 0.2 0.251
C -2.402 -5.658 -0.569 -0.4 0.0 0.2 -0.526
O -1.200 -4.968 -0.314 -0.4 -0.2 -0.2 -0.178
C -0.867 -4.722 1.031 1.7 0.9 0.4 -1.102
C -1.244 -3.316 1.480 -1.0 0.1 -0.6 0.929
N -2.701 -3.143 1.311 0.2 0.0 0.5 -0.507
C -3.089 -1.739 1.400 0.7 0.4 -0.6 0.371
C -4.494 -1.522 0.923 -0.2 0.7 0.7 -1.278
O -4.545 -1.878 -0.425 -0.2 -0.7 -0.4 0.039
C -5.824 -2.125 -0.932 -0.6 0.1 -0.3 -0.881
H -2.237 -6.311 -1.424 0.0 -0.1 0.1 0.212
H -3.252 -5.004 -0.816 0.2 0.2 -0.1 0.098
H -2.734 -6.210 0.317 0.2 -0.3 -0.1 0.327
H 0.232 -4.730 1.030 -0.1 -0.2 0.1 0.344
H -1.177 -5.487 1.746 -0.5 -0.1 -0.3 0.466
H -0.757 -2.566 0.838 0.4 -0.2 0.1 -0.617
H -0.926 -3.125 2.507 -0.1 -0.1 0.1 0.272
H -2.844 -3.385 0.336 -0.3 0.0 0.0 0.237
H -2.437 -1.153 0.730 -0.2 0.1 0.3 -0.490
H -2.960 -1.299 2.391 0.0 -0.4 0.2 0.502
H -4.755 -0.457 1.022 0.1 0.0 0.1 0.358
H -5.215 -2.072 1.542 0.0 -0.3 -0.2 0.560
H -6.281 -1.225 -1.368 0.2 0.0 0.0 0.285
H -6.540 -2.481 -0.181 0.3 -0.1 0.2 0.366
H -5.761 -2.892 -1.707 0.1 0.1 0.0 0.189
C -0.640 0.498 -5.596 0.0 -0.6 0.0 -0.374
O 0.251 1.571 -5.471 0.5 0.4 -0.1 -0.483
C 0.282 2.102 -4.148 -1.4 -1.2 -0.1 0.375
C 1.256 3.242 -4.037 -0.8 -0.2 0.4 -1.220
N 2.571 2.811 -3.607 -0.1 0.3 -0.2 0.030
C 3.372 2.179 -4.642 0.6 0.1 0.6 -0.283
C 4.828 2.145 -4.196 0.3 0.2 0.5 -0.553
O 5.707 1.648 -5.173 0.0 -0.3 -0.5 -0.387
C 5.909 2.457 -6.318 0.0 0.1 0.6 -0.673
H -1.672 0.815 -5.788 0.0 0.1 0.1 0.287
H -0.641 -0.144 -4.706 -0.1 0.1 0.0 -0.095
H -0.299 -0.138 -6.416 -0.1 0.2 -0.1 0.351
H 0.465 1.266 -3.458 0.6 0.3 0.1 -0.127
H -0.755 2.374 -3.886 0.2 0.5 -0.1 0.329
H 0.857 3.900 -3.262 0.1 0.1 0.0 0.401
H 1.167 3.771 -5.001 0.5 0.1 0.1 0.393
H 3.042 3.604 -3.189 0.3 -0.1 -0.1 0.175
H 3.339 2.750 -5.576 -0.3 -0.3 -0.2 0.235
H 3.056 1.144 -4.761 -0.3 0.1 -0.4 0.118
H 4.993 1.487 -3.342 -0.3 0.0 0.0 0.221
H 5.129 3.146 -3.839 0.0 0.0 -0.3 0.420
H 6.880 2.948 -6.208 0.0 0.1 -0.2 0.259
H 5.121 3.205 -6.407 0.1 0.1 -0.1 0.314
H 5.900 1.839 -7.214 0.0 -0.1 0.0 0.238
C 0.933 -2.697 -1.983 -0.3 -0.6 0.5 1.571
C 2.206 -3.136 -1.287 -0.5 0.4 -0.5 -0.484
O 2.029 -4.413 -0.686 0.2 0.1 0.1 -0.549
O 0.831 -3.447 -3.199 0.0 0.3 -0.1 -0.718
H 0.839 -1.619 -2.119 0.4 0.0 -0.3 -0.546
H 0.111 -2.980 -1.311 0.0 0.0 -0.1 -0.305
H 2.418 -2.383 -0.529 0.3 -0.3 0.2 -0.021
H 3.009 -3.201 -2.027 0.2 0.3 0.1 0.407
H 1.645 -4.967 -1.374 -0.1 -0.1 0.1 0.356
H 0.131 -3.021 -3.704 -0.1 0.0 0.1 0.285
C -3.107 3.385 -0.183 -0.9 0.3 -0.3 -0.020
C -3.819 2.608 -1.267 0.3 0.2 -0.4 -0.049
O -3.062 2.547 -2.479 0.0 0.0 0.3 -0.533
O -3.036 4.753 -0.615 0.2 -0.2 0.1 -0.563
H -2.129 2.944 0.001 0.0 0.2 0.1 -0.330
H -3.737 3.346 0.712 0.2 -0.3 0.1 0.627
H -4.730 3.155 -1.516 -0.2 -0.2 0.1 0.443
H -4.039 1.597 -0.912 0.0 0.0 0.0 -0.131
H -2.157 2.792 -2.256 0.1 -0.2 -0.1 0.214
H -3.059 5.317 0.161 0.2 0.0 0.0 0.297
C -3.483 -3.129 -4.305 0.9 0.7 -0.2 -0.823
C -3.047 -2.378 -3.079 -0.8 0.6 0.9 0.699
O -1.736 -1.835 -3.153 -0.3 -0.3 -0.2 0.106
O -2.841 -4.384 -4.482 -0.5 -0.1 0.1 -0.570
H -3.263 -2.501 -5.180 -0.2 0.1 0.0 0.280
H -4.567 -3.206 -4.222 0.0 -0.7 -0.2 0.394
H -3.179 -2.958 -2.156 0.3 -0.4 -0.3 -0.335
H -3.771 -1.566 -2.911 0.1 0.1 -0.4 0.167
H -1.687 -1.244 -2.392 0.4 0.2 0.1 -0.250
H -1.895 -4.206 -4.491 0.1 -0.1 0.1 0.344
```
Forces are in eV/Å.

Summary:
E (eV): -87913.9972
Net charge: -1
HOMO (eV): -6.836
LUMO level (Eh): 0.083
Kohn-Sham gap (hartree): 0.3345